[1]
{"formula": "C4H5ClS", "method": "the ωB97M-V functional and the def2-TZVPD basis", "spin_multiplicity": 1, "relative_energy_kj_mol": 73.1, "energy_ha": -1013.7519, "fmax_ev_per_a": 1.32, "elements": ["C", "C", "C", "S", "C", "Cl", "H", "H", "H", "H", "H"], "positions_angstrom": [[-1.824, -1.383, -0.496], [-1.355, -0.191, -0.893], [-0.324, 0.589, -0.168], [0.128, 2.047, -0.680], [0.274, -0.002, 1.096], [1.336, -1.400, 0.754], [-2.579, -1.894, -1.066], [-1.426, -1.846, 0.373], [-1.736, 0.289, -1.784], [-0.509, -0.374, 1.735], [0.869, 0.797, 1.585]], "nbo_charge": [-0.306, -0.269, -0.135, 0.100, -0.443, -0.048, 0.210, 0.195, 0.224, 0.224, 0.247]}



[2]
{"formula": "C23H54InN7O10P", "method": "the ωB97M-V functional and the def2-TZVPD basis", "spin_multiplicity": 1, "relative_energy_kj_mol": 0.0, "energy_ha": -2575.9351, "total_charge": -1, "fmax_ev_per_a": 2.62, "elements": ["C", "C", "In", "P", "O", "O", "O", "H", "H", "H", "H", "H", "C", "O", "N", "C", "C", "H", "H", "H", "H", "H", "H", "H", "C", "O", "N", "C", "C", "H", "H", "H", "H", "H", "H", "H", "C", "O", "N", "C", "C", "H", "H", "H", "H", "H", "H", "H", "C", "O", "N", "C", "C", "H", "H", "H", "H", "H", "H", "H", "C", "O", "N", "C", "C", "H", "H", "H", "H", "H", "H", "H", "C", "O", "N", "C", "C", "H", "H", "H", "H", "H", "H", "H", "C", "O", "N", "C", "C", "H", "H", "H", "H", "H", "H", "H"], "positions_angstrom": [[-7.432, 2.945, -1.243], [-6.594, 2.150, -1.719], [-5.261, 0.638, -2.800], [-5.087, 1.419, -5.214], [-4.406, 2.777, -5.204], [-6.670, 1.698, -5.818], [-4.249, 0.358, -6.251], [-8.317, 3.608, -1.215], [-3.716, 0.445, -1.957], [-6.240, -0.883, -2.825], [-7.155, 1.971, -5.019], [-4.779, -0.455, -6.328], [-8.284, -0.537, 0.036], [-8.845, -1.156, -0.847], [-8.199, -0.934, 1.334], [-7.514, -0.141, 2.333], [-8.811, -2.187, 1.727], [-7.786, 0.427, -0.154], [-6.697, -0.727, 2.761], [-8.220, 0.130, 3.125], [-7.107, 0.768, 1.891], [-8.368, -3.002, 1.150], [-9.881, -2.151, 1.510], [-8.659, -2.367, 2.790], [-2.283, 1.480, 0.658], [-2.464, 0.370, 1.120], [-1.129, 1.915, 0.099], [-0.990, 3.255, -0.429], [0.003, 1.009, 0.025], [-3.075, 2.246, 0.661], [-0.746, 3.199, -1.493], [-0.185, 3.770, 0.102], [-1.916, 3.816, -0.306], [-0.281, 0.126, -0.553], [0.277, 0.693, 1.032], [0.853, 1.497, -0.446], [-1.229, -1.506, -3.910], [-1.936, -0.582, -3.573], [-0.529, -1.566, -5.072], [0.298, -2.706, -5.412], [-0.617, -0.450, -5.997], [-1.097, -2.400, -3.278], [1.331, -2.372, -5.544], [-0.066, -3.145, -6.347], [0.265, -3.459, -4.628], [-0.272, 0.460, -5.500], [-1.657, -0.307, -6.295], [-0.005, -0.640, -6.878], [3.371, 2.090, 2.115], [2.918, 1.404, 1.212], [2.961, 2.037, 3.407], [3.542, 2.880, 4.434], [1.908, 1.107, 3.773], [4.173, 2.828, 1.941], [3.981, 2.249, 5.208], [2.759, 3.502, 4.873], [4.316, 3.522, 4.015], [2.225, 0.089, 3.533], [1.008, 1.335, 3.199], [1.692, 1.181, 4.838], [1.764, -5.717, -3.197], [1.482, -4.672, -3.749], [2.397, -6.761, -3.786], [2.701, -7.980, -3.066], [2.779, -6.651, -5.181], [1.517, -5.901, -2.139], [3.782, -8.141, -3.071], [2.207, -8.822, -3.557], [2.356, -7.917, -2.035], [3.454, -5.802, -5.305], [1.888, -6.478, -5.788], [3.275, -7.563, -5.511], [5.920, 4.882, 1.191], [5.716, 3.946, 1.941], [6.603, 4.808, 0.027], [6.808, 5.966, -0.820], [7.147, 3.526, -0.386], [5.549, 5.896, 1.412], [6.364, 5.778, -1.800], [7.880, 6.142, -0.935], [6.346, 6.851, -0.385], [6.334, 2.804, -0.485], [7.841, 3.166, 0.376], [7.666, 3.624, -1.338], [2.487, 0.448, 7.832], [2.701, 1.453, 7.184], [3.322, -0.616, 7.914], [3.002, -1.785, 8.707], [4.575, -0.580, 7.182], [1.565, 0.322, 8.422], [3.773, -1.925, 9.469], [2.970, -2.663, 8.058], [2.036, -1.669, 9.196], [5.166, 0.273, 7.519], [4.367, -0.460, 6.116], [5.134, -1.500, 7.344]], "mulliken_charge": [-0.347, -0.531, 0.653, 0.565, -0.668, -0.551, -0.509, 0.308, -0.262, -0.297, 0.325, 0.289, 0.729, -0.641, 0.093, -0.935, -0.982, -0.180, 0.344, 0.338, 0.298, 0.286, 0.282, 0.382, 0.094, -0.639, 0.303, -0.957, -0.884, 0.304, 0.322, 0.316, 0.307, 0.277, 0.151, 0.408, 0.029, -0.587, 0.239, -0.832, -0.869, 0.343, 0.324, 0.358, 0.203, 0.270, 0.206, 0.367, 0.310, -0.628, 0.142, -0.627, -0.833, 0.204, 0.191, 0.286, 0.210, 0.283, 0.239, 0.256, 0.102, -0.601, 0.122, -0.924, -0.922, 0.280, 0.335, 0.334, 0.294, 0.286, 0.285, 0.368, 0.140, -0.680, 0.127, -0.928, -0.927, 0.283, 0.348, 0.340, 0.288, 0.287, 0.290, 0.374, 0.045, -0.516, 0.128, -0.932, -0.872, 0.300, 0.336, 0.341, 0.290, 0.301, 0.237, 0.362]}



[3]
{"formula": "C24H26BrNO3Pd", "method": "the ωB97M-V functional and the def2-TZVPD basis", "spin_multiplicity": 1, "energy_ha": -3912.5521, "fmax_ev_per_a": 0.34, "elements": ["Pd", "O", "C", "O", "C", "C", "C", "C", "C", "C", "C", "C", "C", "N", "H", "H", "H", "H", "H", "H", "C", "C", "C", "C", "C", "C", "C", "Br", "C", "O", "C", "C", "C", "C", "C", "C", "H", "H", "H", "H", "H", "H", "H", "H", "H", "H", "H", "H", "H", "H", "H", "H", "H", "H", "H", "H"], "positions_angstrom": [[1.304, 1.865, -0.004], [5.136, 2.957, -0.013], [3.931, 2.844, -0.010], [3.266, 1.738, -0.009], [3.063, 4.089, -0.007], [3.689, 5.347, -0.007], [2.917, 6.462, -0.004], [1.511, 6.333, 0.000], [0.662, 7.465, 0.003], [-0.693, 7.320, 0.007], [-1.256, 6.027, 0.008], [-0.459, 4.919, 0.004], [0.946, 5.037, 0.000], [1.754, 3.921, -0.003], [4.769, 5.361, -0.010], [3.359, 7.451, -0.004], [1.113, 8.449, 0.003], [-1.338, 8.188, 0.010], [-2.332, 5.913, 0.011], [-0.901, 3.940, 0.005], [-3.040, -4.833, -0.001], [-3.354, -3.338, -0.002], [-4.185, -3.018, 1.249], [-4.184, -3.019, -1.253], [-2.085, -2.486, -0.002], [-2.179, -1.101, -0.002], [-1.011, -0.375, -0.002], [-1.106, 1.536, -0.003], [0.288, -0.880, -0.001], [1.346, -0.092, -0.001], [0.386, -2.291, 0.000], [-0.800, -3.023, -0.001], [1.702, -3.094, 0.003], [1.737, -3.984, -1.249], [2.983, -2.254, 0.004], [1.734, -3.981, 1.257], [-3.973, -5.399, 0.000], [-2.474, -5.124, 0.887], [-2.474, -5.125, -0.887], [-5.098, -3.618, 1.260], [-4.477, -1.967, 1.278], [-3.619, -3.237, 2.156], [-5.097, -3.620, -1.264], [-3.618, -3.240, -2.160], [-4.476, -1.968, -1.284], [-3.133, -0.589, -0.003], [-0.704, -4.100, 0.000], [1.698, -3.375, -2.154], [0.905, -4.690, -1.278], [2.665, -4.560, -1.266], [3.057, -1.617, -0.875], [3.837, -2.937, 0.006], [3.055, -1.615, 0.881], [0.902, -4.686, 1.286], [1.692, -3.369, 2.161], [2.661, -4.557, 1.278]], "nbo_charge": [0.898, -0.597, 0.729, -0.667, 0.151, -0.228, -0.108, -0.123, -0.161, -0.205, -0.180, -0.224, 0.240, -0.469, 0.263, 0.224, 0.218, 0.223, 0.223, 0.208, -0.605, -0.072, -0.594, -0.594, -0.058, -0.182, -0.165, 0.144, 0.274, -0.700, 0.027, -0.206, -0.087, -0.595, -0.594, -0.595, 0.212, 0.211, 0.211, 0.206, 0.203, 0.213, 0.206, 0.213, 0.203, 0.212, 0.212, 0.213, 0.199, 0.207, 0.225, 0.195, 0.225, 0.199, 0.212, 0.207]}



> What is the formula in the third record?

C24H26BrNO3Pd